(1)
The following is a DFT calculation (ωB97M-V/def2-TZVPD) of a molecular structure, C4H6CsO3 in a non-equilibrium geometry.

The calculation puts the HOMO energy at -14.2 eV. The calculation puts the gap between HOMO and LUMO at 10.84 eV. The calculation puts the strongest force on any atom at 2.0 eV/A. Its total charge is +1. The calculated total energy is -10931.2307 eV.

```
14
Properties=species:S:1:pos:R:3:lowdin_charge:R:1
C -1.22149 -0.07898 -1.62251 -0.017
H -1.69158 0.85565 -1.31118 0.098
Cs 0.91659 0.91871 5.31512 1.067
H -2.02139 -0.80337 -1.75552 0.094
H 1.95728 0.01174 -0.95446 0.139
C -0.15971 -0.54495 -0.68092 -0.298
H 0.85121 1.40130 -0.85731 0.138
C 1.05900 0.39709 -0.48391 -0.053
H -0.70781 0.07091 -2.57578 0.101
H 0.20682 -1.53414 -0.97550 0.158
O 0.06158 -0.29226 2.73922 -0.024
O -0.61365 -0.74327 0.67040 0.104
C 0.20609 -0.17317 1.55874 -0.584
O 1.15704 0.51472 0.93361 0.077
```

=====

(2)
The following is a DFT calculation (ωB97M-V/def2-TZVPD) of C4H6F2 in the gas phase in a non-equilibrium geometry.

The calculation puts the HOMO energy at -9.5 eV. The calculation puts the gap between HOMO and LUMO at 10.54 eV. The SMILES is C/C(=C/F)CF. The calculation puts the strongest force on any atom at 1.8 eV/A. Its total charge is 0. The calculated total energy is -9679.0979 eV.

```
12
Properties=species:S:1:pos:R:3:lowdin_charge:R:1
C 1.44753 -1.08487 0.01161 -0.052
C -1.03960 -0.57930 -0.13374 -0.158
H -1.70775 0.29348 -0.35211 0.126
H 2.41210 -0.66308 -0.25312 0.074
C 0.59410 1.19833 0.55255 -0.129
H 1.59352 1.69032 0.74015 0.142
H -1.44968 -1.07035 0.80060 0.144
F -0.92488 -1.41051 -1.25109 -0.058
C 0.34840 -0.02376 0.08685 -0.255
H 1.18997 -1.80662 -0.71961 0.050
F -0.37659 2.08863 0.76977 0.012
H 1.57255 -1.60918 1.01238 0.106
```

=====

(3)
The following is a DFT calculation (ωB97M-V/def2-TZVPD) of C4H6F2 in the gas phase in a non-equilibrium geometry.

The calculation puts the HOMO energy at -10.1 eV. The calculation puts the gap between HOMO and LUMO at 11.13 eV. The SMILES is FC/C=C/CF. The calculation puts the strongest force on any atom at 1.2 eV/A. Its total charge is 0. The calculated total energy is -9679.3007 eV.

```
12
Properties=species:S:1:pos:R:3:lowdin_charge:R:1
H -1.71987 -1.24557 1.60765 0.129
H -0.08153 0.98022 -2.13267 0.129
C 0.40619 0.47891 -0.04894 -0.082
H -1.04541 -0.80715 -0.82663 0.107
F 0.17241 -0.91402 2.29157 -0.044
C -0.45770 -0.52705 0.03147 -0.083
F 0.51646 2.60945 -1.06858 -0.065
C 0.64632 1.25130 -1.30880 -0.220
H -0.46231 -2.37965 1.07292 0.113
C -0.65903 -1.33238 1.27677 -0.219
H 1.67267 1.12012 -1.70194 0.118
H 1.01180 0.76583 0.80718 0.116
```

=====

(4)
The following is a DFT calculation (ωB97M-V/def2-TZVPD) of C4H6F2O in the gas phase in a non-equilibrium geometry.

The calculation puts the HOMO energy at -10.0 eV. The calculation puts the gap between HOMO and LUMO at 10.78 eV. The SMILES is C[C@@]1(O)CC1(F)F. The calculation puts the strongest force on any atom at 2.1 eV/A. Its total charge is 0. The calculated total energy is -11726.3847 eV.

```
13
Properties=species:S:1:pos:R:3:lowdin_charge:R:1
C 0.74893 -0.08535 0.09090 -0.409
H -0.16826 0.93855 1.92282 0.141
C -0.78808 -0.00771 0.05328 -0.481
H 2.06376 -1.54402 0.19578 0.114
F -1.33414 1.17199 -0.33524 0.096
H 0.86234 2.10908 -0.06563 0.087
H 1.59988 1.17959 -1.38294 0.074
H -0.13218 -0.91537 1.95384 0.106
O 1.30648 -1.31426 -0.37852 0.020
F -1.43850 -1.07054 -0.42692 0.131
C -0.10547 -0.03570 1.36517 0.041
H 2.44677 1.32023 0.15661 0.091
C 1.44955 1.21424 -0.32482 -0.011
```

=====

Taking the records one at a time from the top gives energy relative to the best compared isomer or geometry (same formula, charge and spin) values of 0.0, 64.0, 44.5, 123.8 kJ/mol.